Record 1
Molecular formula: C3H9N4
Method: DFT, wB97M-V/def2-TZVPD

```
! RIJCOSX wB97M-V def2-TZVPD def2/J DEFGRID3
* xyz 1 1
H -3.085 -0.759 0.230
H 1.689 -2.287 -0.494
N 1.773 -1.477 0.131
N 1.235 -0.454 -0.468
H -2.211 -2.206 -0.432
N -1.222 0.779 -0.084
H 1.315 0.707 1.261
H 2.443 -1.585 0.954
C 1.305 0.756 0.212
H -0.158 2.564 0.224
H 2.127 1.302 -0.234
C 0.011 1.539 -0.210
C -1.175 -0.497 -0.188
H -1.904 1.279 0.316
H 0.081 1.624 -1.255
N -2.224 -1.285 0.036
*
```

## Properties
- E_HOMO (alpha / beta): -12.84 / -12.41 eV
- Orbital gap (alpha / beta): 8.11 / 7.33 eV
- Energy relative to the best compared isomer or geometry (same formula, charge and spin): 445.1 kJ/mol

***

Record 2
Molecular formula: C3H9N4
Method: DFT, wB97M-V/def2-TZVPD

```
! RIJCOSX wB97M-V def2-TZVPD def2/J DEFGRID3
* xyz 1 1
H -0.359 -0.274 2.680
H 1.271 -0.852 2.320
N -0.222 0.225 -1.240
C 0.058 1.465 -1.951
H 0.770 2.068 -1.395
C -0.006 -0.057 -0.001
H -0.864 2.033 -2.088
N -1.129 -2.598 -0.512
H -0.692 -0.490 -1.789
H 1.041 0.770 2.991
H -1.511 -3.511 -0.765
C 0.624 0.024 2.319
H 0.478 1.234 -2.928
N 0.522 0.586 0.983
N -0.897 -2.140 0.517
H 0.916 1.518 0.860
*
```

## Properties
- E_HOMO (alpha / beta): -13.06 / -13.64 eV
- Orbital gap (alpha / beta): 8.15 / 9.26 eV
- Energy relative to the best compared isomer or geometry (same formula, charge and spin): 400.6 kJ/mol

***

Record 3
Molecular formula: C3H9N4
Method: DFT, wB97M-V/def2-TZVPD

```
! RIJCOSX wB97M-V def2-TZVPD def2/J DEFGRID3
* xyz 1 1
C 2.803 -0.942 -0.324
H -0.654 1.753 1.894
H -1.919 -1.734 0.374
H 3.715 -0.630 -0.705
H 2.913 -1.343 0.665
C -1.755 -0.698 0.265
H -2.619 -1.171 -1.554
N 1.244 1.177 -0.100
H 0.151 1.527 0.494
H 2.301 -1.702 -0.863
N -1.375 0.052 1.201
C 1.938 0.254 -0.111
N -0.963 1.406 1.025
H -2.281 0.453 -1.505
H -1.346 2.010 0.321
N -2.154 -0.412 -1.075
*
```

## Properties
- E_HOMO: -13.63 eV
- Orbital gap: 10.70 eV
- Energy relative to the best compared isomer or geometry (same formula, charge and spin): 294.8 kJ/mol

***

Record 4
Molecular formula: C3H9N4O
Method: DFT, wB97M-V/def2-TZVPD

```
! RIJCOSX wB97M-V def2-TZVPD def2/J DEFGRID3
* xyz 1 1
N 1.544 1.456 0.181
C 2.685 0.816 -0.160
H -1.397 0.881 1.255
H 3.920 -1.851 -1.024
O -1.899 -1.173 0.408
H -1.777 -1.161 -1.710
H -0.687 2.424 1.059
H -2.804 0.160 -0.991
H 0.740 -0.159 0.612
C 0.444 0.861 0.536
N -0.606 1.450 1.104
H -2.391 -1.799 0.834
C -2.510 -0.962 -0.864
H 1.615 2.524 0.139
N 2.921 -0.388 -0.195
H -3.415 -1.691 -0.972
N 3.616 -1.388 -0.213
*
```

## Properties
- E_HOMO (alpha / beta): -13.20 / -13.20 eV
- Orbital gap (alpha / beta): 8.75 / 8.75 eV
- Energy relative to the best compared isomer or geometry (same formula, charge and spin): 473.3 kJ/mol

***

Record 5
Molecular formula: C3H9N4O
Method: DFT, wB97M-V/def2-TZVPD

```
! RIJCOSX wB97M-V def2-TZVPD def2/J DEFGRID3
* xyz 1 1
H -0.513 2.275 -1.043
H -0.906 -1.850 -0.741
N -0.773 -0.961 -0.265
C -0.449 1.387 -0.411
H 2.171 -2.097 -0.005
N 2.313 1.610 -0.491
N 1.026 -0.513 -0.324
O -0.882 1.617 0.907
H -1.064 -1.003 0.714
H 3.062 0.932 -0.395
N 1.818 -1.233 0.387
H -1.125 0.094 -2.033
C -1.282 0.205 -0.961
H -2.338 0.379 -0.747
C 0.921 0.805 -0.354
H -0.709 2.528 1.174
H 2.105 -0.962 1.322
*
```

## Properties
- E_HOMO (alpha / beta): -13.04 / -13.06 eV
- Orbital gap (alpha / beta): 8.19 / 8.21 eV
- Energy relative to the best compared isomer or geometry (same formula, charge and spin): 518.4 kJ/mol

***

Record 6
Molecular formula: C3H9N4O
Method: DFT, wB97M-V/def2-TZVPD

```
! RIJCOSX wB97M-V def2-TZVPD def2/J DEFGRID3
* xyz 1 1
H -2.614 -1.781 0.503
H -1.475 -0.099 -0.304
N 0.447 -1.098 -0.510
N 0.765 0.718 -2.300
H 0.911 -0.003 -3.061
O -0.313 -0.076 1.542
H -0.740 1.956 0.755
N 1.328 1.243 0.160
H 1.223 -1.477 0.108
H 0.616 1.783 2.138
C 0.161 1.288 1.160
N -1.612 -2.048 0.664
C 0.859 0.313 -0.979
H 2.140 0.783 0.633
C -0.793 -0.813 0.363
H 0.545 1.736 -2.496
H -1.450 -2.425 1.624
*
```

## Properties
- E_HOMO: -14.05 eV
- SMILES: NC1=[NH+]CO[C@H](N)N1
- Orbital gap: 8.27 eV
- Energy relative to the best compared isomer or geometry (same formula, charge and spin): 345.0 kJ/mol

***

Record 7
Molecular formula: C3H9N4S
Method: DFT, wB97M-V/def2-TZVPD

```
! RIJCOSX wB97M-V def2-TZVPD def2/J DEFGRID3
* xyz 1 1
N 1.337 0.078 1.340
C -0.021 1.528 -0.253
N -2.477 -1.441 0.142
H 0.608 0.238 2.021
C -1.516 -0.555 -0.003
H -0.032 -1.734 -0.029
C 0.819 0.132 0.037
H -3.399 -1.055 0.228
N 1.928 0.231 -0.944
H 1.607 0.237 -1.901
H 2.818 -0.165 -0.831
H 2.282 0.393 1.397
N -0.231 -0.809 -0.239
S -1.725 1.130 0.292
H -2.403 -2.304 -0.266
H 0.057 1.725 -1.320
H 0.348 2.370 0.328
*
```

## Properties
- E_HOMO: -13.54 eV
- Orbital gap: 9.98 eV
- Energy relative to the best compared isomer or geometry (same formula, charge and spin): 3.8 kJ/mol

***

Record 8
Molecular formula: C3H9N5
Method: DFT, wB97M-V/def2-TZVPD

```
! RIJCOSX wB97M-V def2-TZVPD def2/J DEFGRID3
* xyz 0 1
H -1.883 -0.581 -1.540
N 1.254 -0.299 1.275
H 2.483 -0.488 -0.459
H -1.426 -1.080 1.012
H -2.981 -0.912 0.471
H 0.815 -1.059 -0.623
C -0.585 0.814 -0.845
C 1.656 -0.984 0.064
H 1.992 -0.320 1.985
H -0.579 2.332 0.727
N 0.648 0.897 1.332
N -0.120 1.039 -2.012
C -0.135 1.386 0.462
H 0.628 1.726 -2.022
H 1.957 -1.991 0.331
N -1.631 -0.045 -0.718
N -2.092 -0.435 0.560
*
```

## Properties
- E_HOMO: -8.37 eV
- SMILES: [H]/N=C(\C=N/NC)NN
- Orbital gap: 9.31 eV
- Energy relative to the best compared isomer or geometry (same formula, charge and spin): 314.8 kJ/mol

***

Record 9
Molecular formula: C3H9N6O3
Method: DFT, wB97M-V/def2-TZVPD

```
! RIJCOSX wB97M-V def2-TZVPD def2/J DEFGRID3
* xyz 1 1
C 0.240 -0.753 -0.667
H 1.970 0.248 2.178
H 0.899 -1.486 1.233
N 1.330 0.470 1.276
H -1.711 1.566 1.288
N 0.023 -1.941 -1.294
N -1.154 0.725 1.302
H 0.358 0.811 1.548
H -1.672 -0.003 1.825
C 1.215 -0.733 0.511
H 2.148 -1.074 -0.048
O -3.209 -0.538 -0.034
H 1.744 1.281 0.728
N 0.589 0.667 -1.475
O 1.688 0.914 -1.933
C -1.065 0.224 -0.115
N -2.378 -0.137 -0.815
O -0.709 2.602 -0.938
H 0.857 -2.258 -1.754
N -0.310 1.396 -0.883
H -0.854 -1.981 -1.933
*
```

## Properties
- E_HOMO (alpha / beta): -12.79 / -12.79 eV
- SMILES: N[C@@]1(N=O)N([O-])[N+](=O)[C@@]1(N)C[NH3+]
- Orbital gap (alpha / beta): 7.80 / 7.80 eV
- Energy relative to the best compared isomer or geometry (same formula, charge and spin): 810.9 kJ/mol

***

Record 10
Molecular formula: C3H9NO
Method: DFT, wB97M-V/def2-TZVPD

```
! RIJCOSX wB97M-V def2-TZVPD def2/J DEFGRID3
* xyz 0 1
H 1.341 -0.705 -2.369
H -1.471 -0.639 -0.430
H -0.760 1.804 1.024
C 0.696 -0.808 -1.502
H 0.528 -0.812 1.333
C -1.053 0.367 -0.340
H 0.226 0.322 2.709
H 1.324 -1.097 -0.659
O 0.030 0.411 -1.304
H -1.814 1.007 -0.805
H 0.003 -1.648 -1.644
C 0.396 0.215 1.646
N -0.745 0.805 0.937
H 1.300 0.780 1.403
*
```

## Properties
- E_HOMO: -8.91 eV
- SMILES: CNCOC
- Orbital gap: 10.01 eV
- Energy relative to the best compared isomer or geometry (same formula, charge and spin): 150.0 kJ/mol

***

Record 11
Molecular formula: C3H9NO
Method: DFT, wB97M-V/def2-TZVPD

```
! RIJCOSX wB97M-V def2-TZVPD def2/J DEFGRID3
* xyz 0 1
H 0.341 -2.207 1.080
H 2.330 1.382 -0.225
H -2.581 0.170 0.463
H -0.847 1.755 -0.295
O -0.443 -2.771 1.092
N -1.608 0.094 0.716
H 0.732 -0.836 -0.567
C 0.524 0.220 -0.506
H -1.168 -2.142 0.953
H -1.511 -0.384 1.590
H 2.063 0.771 -1.908
C -0.638 0.696 -0.077
C 1.598 1.140 -0.997
H 1.209 2.112 -1.318
*
```

## Properties
- E_HOMO: -8.63 eV
- SMILES: C/C=C/N.O
- Orbital gap: 9.64 eV
- Energy relative to the best compared isomer or geometry (same formula, charge and spin): 150.3 kJ/mol

***

Record 12
Molecular formula: C3H9NO
Method: DFT, wB97M-V/def2-TZVPD

```
! RIJCOSX wB97M-V def2-TZVPD def2/J DEFGRID3
* xyz 0 1
H -1.577 -2.643 -0.764
H 0.003 -3.663 0.745
H -0.668 -0.241 0.341
O -1.400 -0.744 -0.008
H 0.626 1.981 1.143
H -0.209 1.114 -1.331
H 1.448 3.013 -0.067
N 0.664 1.317 -0.899
H 0.473 -2.074 1.496
H -0.306 2.966 0.023
C -0.086 -2.583 0.724
C 0.594 2.360 0.120
C -1.025 -2.065 -0.039
H 1.463 1.261 -1.483
*
```

## Properties
- E_HOMO: -9.00 eV
- SMILES: C=CO.CN
- Orbital gap: 10.04 eV
- Energy relative to the best compared isomer or geometry (same formula, charge and spin): 177.9 kJ/mol

***

Record 13
Molecular formula: C3H9NO
Method: DFT, wB97M-V/def2-TZVPD

```
! RIJCOSX wB97M-V def2-TZVPD def2/J DEFGRID3
* xyz 0 1
H 2.025 1.982 -2.008
H 2.408 0.919 -0.129
H 3.681 3.253 -0.089
O 1.765 2.525 -1.202
H 1.141 1.827 0.773
N 3.050 2.770 0.631
H -2.523 -3.976 -1.063
H 2.568 3.587 1.191
C -3.246 -3.471 -0.443
H -4.153 -3.405 -1.031
H -2.025 -2.793 1.282
C -2.932 -2.895 0.757
C 2.036 1.941 0.031
H -3.795 -2.265 1.299
*
```

## Properties
- E_HOMO: -9.26 eV
- SMILES: C=C.NCO
- Orbital gap: 10.12 eV
- Energy relative to the best compared isomer or geometry (same formula, charge and spin): 276.0 kJ/mol

***

Record 14
Molecular formula: C3H9NO
Method: DFT, wB97M-V/def2-TZVPD

```
! RIJCOSX wB97M-V def2-TZVPD def2/J DEFGRID3
* xyz 0 1
H -0.135 1.346 1.146
C 0.121 -0.964 0.223
N -0.252 0.253 -0.472
C -0.002 1.408 0.039
H -2.392 0.340 -1.440
H 1.515 -0.105 1.672
H 0.756 2.021 -0.416
C 1.432 -0.939 0.979
H 2.385 -0.978 0.297
H -1.707 1.430 -2.148
H -0.694 -1.140 0.944
H 0.068 -1.898 -0.377
O -2.602 1.098 -2.004
H 1.507 -1.873 1.557
*
```

## Properties
- E_HOMO: -8.81 eV
- SMILES: C=NCC.O
- Orbital gap: 8.81 eV
- Energy relative to the best compared isomer or geometry (same formula, charge and spin): 321.7 kJ/mol

***

Record 15
Molecular formula: C3H9NO
Method: DFT, wB97M-V/def2-TZVPD

```
! RIJCOSX wB97M-V def2-TZVPD def2/J DEFGRID3
* xyz 0 1
H -0.068 1.030 -0.723
H 1.002 2.903 -0.361
C -0.743 4.244 0.082
H -0.342 -4.138 -0.476
H -1.465 1.748 -1.219
C 0.440 -3.548 0.108
H -1.869 4.276 -0.148
H -0.335 4.691 0.979
H 0.323 -4.482 1.931
O 0.828 -4.500 1.096
H 1.241 -3.167 -0.558
N -0.433 1.851 -1.171
H 0.105 -2.759 0.696
C -0.060 3.128 -0.306
*
```

## Properties
- E_HOMO: -8.96 eV
- SMILES: C=CN.CO
- Orbital gap: 9.67 eV
- Energy relative to the best compared isomer or geometry (same formula, charge and spin): 335.1 kJ/mol

***

Record 16
Molecular formula: C3H9NO
Method: DFT, wB97M-V/def2-TZVPD

```
! RIJCOSX wB97M-V def2-TZVPD def2/J DEFGRID3
* xyz 0 1
H -0.525 -0.221 1.036
N -0.155 -0.730 1.835
H 1.239 -0.063 3.228
H -0.822 -0.588 2.581
H -1.150 1.048 -2.202
H 0.802 1.272 0.859
H 0.273 0.256 -3.179
O 1.330 1.195 1.662
H -2.479 -0.799 -2.492
C 1.154 -0.144 2.149
H 1.881 -0.760 1.653
C -0.755 0.271 -2.848
C -1.614 -0.713 -3.134
H -1.412 -1.371 -3.969
*
```

## Properties
- E_HOMO: -9.91 eV
- SMILES: C=C.NCO
- Orbital gap: 10.71 eV
- Energy relative to the best compared isomer or geometry (same formula, charge and spin): 219.0 kJ/mol